This record from the Open Molecules 2025 dataset describes a structure of composition C68H77AsN2OP3Pt in a non-equilibrium geometry. The level of theory is ωB97M-V/def2-TZVPD.

```
153
C68H77AsN2OP3Pt, DFT ωB97M-V/def2-TZVPD
Pt -0.47097 0.86102 0.56961
C 0.30773 -0.64238 5.79021
C -0.29227 -0.82678 4.39501
C -0.29857 -2.31508 4.03091
P 0.43543 0.23652 3.00551
C 1.27433 1.57872 3.98711
C 2.34113 2.27432 3.15651
C 0.20643 2.54152 4.49871
C 1.89823 -0.62728 2.34781
C 2.65093 -1.48508 3.12651
C 3.84893 -2.03358 2.66961
C 4.63573 -2.98938 3.49041
C 4.31983 -1.61248 1.41881
C 3.61173 -0.72838 0.64611
C 2.34083 -0.25348 1.05021
N 1.55513 0.47542 0.22581
C 2.05403 1.22562 -0.81859
C 3.10803 2.12292 -0.60309
C 3.51893 2.96572 -1.61089
C 2.91923 2.94352 -2.87059
C 3.40293 3.85702 -3.94309
C 1.90073 2.01592 -3.10989
C 1.47783 1.15552 -2.11189
P 0.58643 -0.44308 -2.34279
C 1.88693 -1.34318 -3.38099
C 2.30793 -0.70388 -4.70689
C 3.15813 -1.52838 -2.56449
C -0.98577 -0.46798 -3.40889
C -1.84907 0.75852 -3.15609
C -0.91227 -0.71948 -4.90939
H -0.20397 -1.33178 6.45971
H 0.16943 0.35502 6.19421
H 1.36483 -0.88358 5.83641
H -1.32747 -0.47488 4.45291
H 0.54863 -2.83158 4.47331
H -0.27247 -2.47418 2.95351
H -1.18917 -2.79458 4.42721
H 1.77003 1.08002 4.82601
H 1.95393 2.52672 2.17071
H 3.21523 1.63472 3.04391
H 2.64513 3.19242 3.65341
H -0.22167 3.09612 3.66541
H 0.63933 3.25172 5.20291
H -0.60657 2.01592 4.99781
H 2.31333 -1.72588 4.12061
H 4.08203 -3.33438 4.36041
H 5.55013 -2.50388 3.83711
H 4.94683 -3.85118 2.89961
H 5.26573 -1.99358 1.06651
H 4.00703 -0.40128 -0.30109
H 3.56873 2.15052 0.37301
H 4.32493 3.65932 -1.42399
H 4.12633 4.56572 -3.55049
H 2.57643 4.41082 -4.38249
H 3.88513 3.29672 -4.74359
H 1.46083 1.96212 -4.09579
H 1.42263 -2.31808 -3.56479
H 3.10223 0.01872 -4.53899
H 1.51073 -0.21318 -5.24749
H 2.70543 -1.48938 -5.34769
H 3.66273 -0.56918 -2.44799
H 3.83343 -2.19228 -3.09919
H 2.95813 -1.95698 -1.58599
H -1.47297 -1.34708 -2.95319
H -1.52807 1.57412 -3.80019
H -1.78657 1.07712 -2.11349
H -2.88907 0.54972 -3.40129
H -0.50487 0.13572 -5.44239
H -1.93037 -0.86598 -5.27249
H -0.34507 -1.60988 -5.16079
C -2.73737 -1.49118 2.28671
C -3.89507 -1.00078 1.43791
C -4.87247 -2.15888 1.25431
C -3.34917 -0.46788 0.09421
C -4.47727 -0.11778 -0.88909
O -4.47597 1.29792 -0.91359
C -3.42777 1.74252 -0.23309
N -2.66457 0.83002 0.28311
C -3.38447 3.20272 -0.16069
C -4.64937 3.80912 -0.23489
C -4.79657 5.17872 -0.24539
C -3.66927 5.98142 -0.21179
C -2.41907 5.40162 -0.11249
C -2.24857 4.01622 -0.06509
P -0.49827 3.45722 0.00691
C 0.09163 4.42162 -1.45449
C -0.38467 4.00292 -2.69319
C -0.19007 4.75722 -3.83429
C 0.50243 5.95582 -3.76039
C 0.99553 6.37572 -2.53739
C 0.80053 5.62232 -1.39239
C 0.17983 4.47272 1.34481
C 1.54633 4.76072 1.32621
C 2.08383 5.64662 2.24141
C 1.26933 6.22862 3.20191
C -0.07777 5.90672 3.25131
C -0.62437 5.02462 2.33711
H -3.06627 -1.64258 3.30931
H -1.92957 -0.75778 2.26281
H -2.37407 -2.44668 1.89991
H -4.39407 -0.16998 1.94951
H -4.43107 -2.93268 0.62971
H -5.82097 -1.85818 0.82491
H -5.08347 -2.59078 2.22741
H -2.64157 -1.20858 -0.31059
H -5.46277 -0.44858 -0.56449
H -4.29877 -0.49028 -1.89899
H -5.53057 3.19082 -0.29589
H -5.78157 5.61242 -0.29269
H -3.76347 7.05302 -0.27009
H -1.55237 6.04412 -0.07049
H -0.93067 3.07952 -2.74779
H -0.58177 4.41842 -4.78109
H 0.65543 6.55872 -4.64109
H 1.53093 7.30902 -2.46299
H 1.19063 6.01462 -0.46829
H 2.17533 4.29772 0.57821
H 3.13463 5.88682 2.20731
H 1.68623 6.91042 3.92621
H -0.71047 6.34222 4.00601
H -1.67497 4.78052 2.38281
C 2.55843 -5.33838 -3.26979
C 1.23943 -5.18908 -3.67029
C 0.32913 -4.55168 -2.84239
C 0.73443 -4.08928 -1.59619
C 2.05653 -4.24878 -1.19559
C 2.96293 -4.88358 -2.02399
As -0.50387 -3.24998 -0.34229
C -2.19307 -4.10398 -0.81199
C -3.10557 -3.74698 -1.78829
C -4.25127 -4.51228 -1.98009
C -4.48907 -5.62438 -1.18669
C -3.57497 -5.99678 -0.21769
C -2.42507 -5.23758 -0.01229
C -1.39217 -5.53328 0.97251
C -1.36107 -6.67628 1.76951
C -0.31257 -6.87848 2.64721
C 0.71223 -5.94878 2.74221
C 0.69773 -4.80298 1.95331
C -0.33717 -4.60818 1.05781
H 3.27733 -5.78878 -3.93509
H 0.91713 -5.56298 -4.63029
H -0.69957 -4.43588 -3.16069
H 2.37873 -3.88828 -0.22519
H 3.98453 -5.01338 -1.70049
H -2.93167 -2.87628 -2.41299
H -4.95877 -4.24158 -2.74849
H -5.38837 -6.20378 -1.32709
H -3.75717 -6.88218 0.36971
H -2.14227 -7.41518 1.68611
H -0.29497 -7.76398 3.26351
H 1.52523 -6.11728 3.43121
H 1.50353 -4.08218 2.04451
```

## Properties
- charge = +3
- energy above the lowest of the compared OMol25 structures with the same formula, charge and spin (kJ/mol) = 109.9
- gap between HOMO and LUMO (spin up / spin down) (eV) = 7.67 / 4.08
- 2S+1 = 5
- lowest unoccupied orbital energy (spin up / spin down) (eV) = -6.80 / -10.52
- HOMO energy (spin up / spin down) (eV) = -14.47 / -14.60

This record from the Open Molecules 2025 dataset describes a structure of composition C39H80F9N5O7S3 in a non-equilibrium geometry. The level of theory is ωB97M-V/def2-TZVPD.

```
143
C39H80F9N5O7S3, DFT ωB97M-V/def2-TZVPD
C 4.79150 -3.60449 1.40755
C 3.85860 -3.84327 0.23440
C 2.59696 -2.95549 0.02508
N 1.68490 -3.33882 -1.23264
C 2.63467 -3.49294 -2.46365
C 1.81025 -3.67297 -3.77292
C 0.84031 -2.58296 -3.97494
C -0.11412 -2.27097 -2.78352
C 0.65131 -2.19604 -1.42959
C 0.97815 -4.72776 -0.86942
H 4.18065 -3.58784 2.31015
H 5.26346 -2.62755 1.30297
H 5.51401 -4.41992 1.44158
H 3.54093 -4.85837 0.47263
H 4.40284 -3.83010 -0.70991
H 2.79492 -1.88370 0.01166
H 1.90179 -2.94258 0.86452
H 3.22016 -2.57551 -2.52385
H 3.35734 -4.30890 -2.47203
H 2.49047 -3.73972 -4.62200
H 1.26276 -4.61434 -3.72637
H 1.38710 -1.65755 -4.15588
H 0.29284 -2.73561 -4.90503
H -0.68366 -1.34212 -2.81441
H -0.78114 -3.11492 -2.60765
H 1.33083 -1.34378 -1.43033
H -0.03953 -2.18378 -0.58656
H 0.42209 -5.01952 -1.76037
H 0.26039 -4.40588 -0.11490
H 1.71978 -5.47792 -0.59492
C 3.36190 -0.93156 2.15352
C 2.42916 -0.12370 3.10911
C 1.78717 1.16291 2.46345
N 0.64852 1.88257 3.27477
C 0.98576 2.53225 4.69417
C 2.06838 3.62957 4.59668
C 1.62690 4.81749 3.67421
C 0.99548 4.23652 2.36656
C 0.06596 3.02429 2.37579
C -0.54986 0.87321 3.45471
H 2.79875 -1.28183 1.28850
H 3.75104 -1.83740 2.61841
H 4.14133 -0.25568 1.80168
H 3.05842 0.12667 3.96319
H 1.76909 -0.86286 3.56304
H 1.54320 0.93157 1.42660
H 2.59676 1.89008 2.40108
H 1.33130 1.67067 5.26547
H 0.06484 2.97305 5.07588
H 2.97029 3.07927 4.32867
H 2.47633 3.99006 5.54099
H 2.45678 5.47402 3.41273
H 0.84932 5.45096 4.10103
H 1.81715 3.99392 1.69268
H 0.36437 5.02056 1.94814
H -0.17142 2.74655 1.34884
H -0.84466 3.39445 2.84679
H -1.21382 1.45740 4.09187
H -0.03376 -0.03138 3.77637
H -0.99032 0.74067 2.46652
C -1.33555 -0.62758 -2.94548
C -2.34297 -0.74788 -1.76319
C -2.49844 0.63873 -1.10357
N -3.53093 0.65894 0.09109
C -3.64190 2.02135 0.76080
C -4.44222 3.00352 -0.16908
C -5.74147 2.50703 -0.71783
C -5.73383 0.98317 -1.21326
C -4.86510 0.00181 -0.39106
C -2.97850 -0.18938 1.26012
H -0.29272 -0.61350 -2.62862
H -1.47474 0.29069 -3.51600
H -1.53066 -1.48412 -3.59075
H -1.93868 -1.52001 -1.10861
H -3.31533 -1.02893 -2.16769
H -2.88281 1.28422 -1.89333
H -1.48068 0.87352 -0.79192
H -2.58099 2.23202 0.89572
H -4.07563 1.97610 1.75976
H -3.92093 3.20406 -1.10510
H -4.58206 4.02994 0.17004
H -6.06705 3.08190 -1.58479
H -6.44426 2.79003 0.06582
H -5.47269 1.06248 -2.26854
H -6.73904 0.58666 -1.35620
H -4.75426 -0.99613 -0.81524
H -5.39694 -0.35310 0.49172
H -3.07572 -1.23835 0.98028
H -3.55686 -0.12251 2.18160
H -1.93531 0.03438 1.48328
C 3.95920 5.96613 -2.10125
C 3.67451 4.57360 -1.65155
C 2.18676 4.11362 -2.04348
N 1.94981 2.70407 -1.51439
C 2.77200 1.64307 -2.15460
C 2.36505 0.22366 -1.93697
C 0.90101 0.04824 -2.28773
C 0.05341 1.01370 -1.49126
C 0.45763 2.45926 -1.80995
C 2.02568 2.63450 0.04685
H 3.34493 6.68310 -1.55653
H 3.99663 6.08933 -3.18362
H 4.97128 6.19510 -1.76754
H 3.86567 4.63266 -0.58007
H 4.30644 3.72302 -1.90708
H 2.08509 4.10544 -3.12870
H 1.46042 4.77786 -1.57518
H 2.78004 1.82730 -3.22888
H 3.81539 1.79763 -1.87976
H 3.02468 -0.41790 -2.52125
H 2.63494 -0.13086 -0.94219
H 0.81401 0.22372 -3.35999
H 0.62416 -0.97454 -2.03206
H -0.99333 0.85435 -1.75017
H 0.17098 0.78339 -0.43237
H 0.19041 2.60131 -2.85710
H -0.08352 3.16708 -1.18205
H 3.03644 2.80503 0.41751
H 1.74297 1.72941 0.58441
H 1.38729 3.42931 0.43264
C -0.22625 -1.51891 1.80523
F 0.02239 -2.82855 1.47254
F -1.53363 -1.42735 2.22169
F 0.50245 -1.16883 2.82844
S 0.10127 -0.30197 0.34444
O 1.48012 -0.54066 0.03371
O -0.80367 -0.62574 -0.78204
O -0.19668 1.06400 0.83832
C -5.54666 -2.42954 0.85303
F -6.39944 -1.92432 -0.12020
F -4.34951 -1.93231 0.56190
F -5.84699 -2.05449 2.05436
S -5.55524 -4.37741 0.77639
O -5.61555 -4.98041 2.10379
O -6.73099 -4.73107 -0.01998
N -4.15694 -4.75174 -0.22331
S -2.86268 -4.64855 0.80371
O -3.03991 -3.84507 2.02877
O -2.07664 -5.83154 0.88069
C -1.63487 -3.48710 -0.21112
F -1.87123 -3.73840 -1.48435
F -1.89312 -2.17859 0.01857
F -0.38224 -3.78071 -0.04086
```

## Properties
- charge = +2
- gap between HOMO and LUMO (eV) = 7.49
- lowest unoccupied orbital energy (eV) = -4.55
- HOMO energy (eV) = -12.04

This record from the Open Molecules 2025 dataset describes the molecule C3H5Cl3 in a non-equilibrium geometry. The level of theory is ωB97M-V/def2-TZVPD.

```
11
C3H5Cl3, DFT ωB97M-V/def2-TZVPD
C 1.11823 0.66518 0.32867
C 0.21246 -0.55152 -0.00255
Cl 0.83266 -1.35033 -1.41830
C -1.22964 -0.14833 -0.06882
Cl -2.24286 -1.56351 -0.32397
Cl -1.57869 1.05236 -1.30855
H 2.13928 0.27036 0.41823
H 0.77490 1.13759 1.24555
H 1.12965 1.38895 -0.51858
H 0.33918 -1.27150 0.80443
H -1.49515 0.37075 0.84390
```

## Properties
- energy above the lowest of the compared OMol25 structures with the same formula, charge and spin (kJ/mol) = 0.0
- gap between HOMO and LUMO (eV) = 11.69
- structure (SMILES) = C[C@H](Cl)C(Cl)Cl
- lowest unoccupied orbital energy (eV) = 0.76
- HOMO energy (eV) = -10.92

This record from the Open Molecules 2025 dataset describes a cluster of 4 separate species, H8O4 in total. The level of theory is ωB97M-V/def2-TZVPD.

```
12
H8O4, DFT ωB97M-V/def2-TZVPD
O 1.42573 1.33250 0.73166
H 1.49984 1.67713 1.63066
H 1.67548 2.07351 0.16045
O -1.46745 -2.49222 -0.19318
H -1.72311 -1.55189 -0.18634
H -1.69874 -2.81376 0.68318
O -1.38244 0.31533 0.47162
H -2.08580 0.87931 0.81367
H -0.55536 0.74150 0.74807
O 1.74738 -0.02568 -1.86080
H 1.69802 0.21974 -0.92653
H 0.86643 -0.35546 -2.07247
```

## Properties
- energy above the lowest of the compared OMol25 structures with the same formula, charge and spin (kJ/mol) = 70.5
- gap between HOMO and LUMO (eV) = 10.93
- structure (SMILES) = O.O.O.O
- lowest unoccupied orbital energy (eV) = 0.14
- HOMO energy (eV) = -10.79

This record from the Open Molecules 2025 dataset describes a structure of composition C29H47AsIN3O6Sn. The level of theory is ωB97M-V/def2-TZVPD.

```
88
C29H47AsIN3O6Sn, DFT ωB97M-V/def2-TZVPD
Sn 0.90000 0.85613 -0.64329
C 0.26111 2.68763 -3.78852
O -0.29505 2.59335 -2.49056
C -1.01429 3.75763 -2.14049
C -1.50453 3.67050 -0.70006
O -1.99222 2.40486 -0.30531
C -3.33981 2.11331 -0.60893
C -3.61891 1.67739 -2.03165
O -2.96097 0.46569 -2.29151
C -3.03840 0.11153 -3.65037
H 0.92672 3.55366 -3.86558
H 0.83444 1.77935 -3.96552
H -0.52901 2.77754 -4.54275
H -0.36303 4.63860 -2.22341
H -1.84438 3.89631 -2.84312
H -0.67169 3.88119 -0.03322
H -2.26975 4.44446 -0.55014
H -3.61684 1.29414 0.05728
H -3.97279 2.98169 -0.37880
H -4.70857 1.55882 -2.14343
H -3.30499 2.44284 -2.75048
H -4.07783 -0.04244 -3.96755
H -2.59045 0.88579 -4.28627
H -2.48109 -0.81297 -3.77989
C 2.12847 -3.06307 2.33618
C 1.96245 -1.88650 3.23668
N 2.08269 -1.99512 4.50287
C 2.04050 -0.83562 5.30524
C 1.69879 0.38509 4.89435
C 1.83341 1.56688 5.81821
O 0.75454 2.48760 5.75223
C 1.23547 0.59365 3.47533
C 1.78841 1.85130 2.83742
N 1.18439 2.36284 1.86411
C 1.84277 3.28441 1.00953
C 2.32748 4.51542 1.43069
C 2.96233 5.32777 0.49958
C 3.12372 4.89027 -0.80854
C 2.63678 3.64439 -1.19695
C 1.95565 2.82571 -0.30308
I 3.00457 -0.02194 -2.27353
C 1.74570 -0.54821 2.58612
O 1.98820 -0.39824 1.40959
H 2.06085 -3.97913 2.91758
H 3.10777 -3.01528 1.85397
H 1.38235 -3.04162 1.54425
H 2.33003 -1.01034 6.33497
H 2.72090 2.13900 5.53735
H 1.99314 1.21201 6.84035
H 0.01206 2.13140 6.24965
H 2.79834 2.15906 3.13452
H 2.19705 4.83392 2.45873
H 3.33960 6.29752 0.79919
H 3.63435 5.52004 -1.52713
H 2.79836 3.30670 -2.21592
N -2.04256 -2.73294 3.56237
C -1.25616 -1.73322 3.08038
O -0.77070 -1.77315 1.96707
C -1.07801 -0.55154 4.01429
C -0.32727 0.61809 3.39499
H -2.13719 -3.56797 3.00993
H -2.35241 -2.74571 4.51664
H -0.59178 -0.90605 4.92972
H -2.07636 -0.21808 4.31017
H -0.59733 0.72824 2.34494
H -0.62131 1.53521 3.90143
C 1.04045 -2.56479 -4.69014
C -0.25900 -3.05596 -4.06030
As -0.35098 -2.56610 -2.14796
C -2.00030 -3.54692 -1.60910
C -2.78416 -4.27533 -2.69577
C 0.96364 -3.86323 -1.44585
C 0.95196 -5.26070 -2.05142
H 1.10113 -2.85533 -5.74126
H 1.91460 -2.97351 -4.17902
H 1.12725 -1.47924 -4.62940
H -0.36598 -4.13387 -4.18351
H -1.11754 -2.59630 -4.55576
H -2.63626 -2.79960 -1.13141
H -1.70070 -4.24734 -0.82538
H -3.12181 -3.58967 -3.47498
H -3.67241 -4.75386 -2.27631
H -2.19023 -5.05141 -3.17922
H 0.74783 -3.91510 -0.37543
H 1.94771 -3.39953 -1.54193
H -0.04626 -5.70419 -2.01930
H 1.62473 -5.92738 -1.50672
H 1.27865 -5.25042 -3.09177
```

## Properties
- energy above the lowest of the compared OMol25 structures with the same formula, charge and spin (kJ/mol) = 0.0
- gap between HOMO and LUMO (eV) = 6.44
- lowest unoccupied orbital energy (eV) = -0.61
- HOMO energy (eV) = -7.04

This record from the Open Molecules 2025 dataset describes the molecule C4H3NO in a non-equilibrium geometry. The level of theory is ωB97M-V/def2-TZVPD.

```
9
C4H3NO, DFT ωB97M-V/def2-TZVPD
C -0.71007 -0.25174 0.48369
C 0.14282 -1.25746 -0.14605
C -0.46076 1.02969 0.46394
C 1.16394 -0.98367 -0.90061
N -0.14345 2.18415 0.65751
O 2.07492 -0.76890 -1.59586
H -1.60684 -0.59882 0.96852
H -0.06961 -2.29315 0.04111
H -0.39095 2.93989 0.02774
```

## Properties
- energy above the lowest of the compared OMol25 structures with the same formula, charge and spin (kJ/mol) = 104.9
- gap between HOMO and LUMO (eV) = 8.50
- lowest unoccupied orbital energy (eV) = 0.64
- HOMO energy (eV) = -7.86